This record from the Open Molecules 2025 dataset describes the molecule C5H7N. The level of theory is ωB97M-V/def2-TZVPD.

Calculated values
frontier orbital gap = 9.0 eV
DFT total energy = -249.40465 a.u.
strongest force on any atom = 0.02276 Eh/bohr

The geometry in ORCA input format:
```
! RIJCOSX wB97M-V def2-TZVPD def2/J DEFGRID3
* xyz 0 1
C -1.358 -1.376 -0.029
C -0.612 -0.287 0.002
C -0.911 1.258 0.070
C 0.585 1.377 0.134
C 0.807 0.044 0.045
N 1.918 -0.765 0.052
H -0.926 -2.364 0.014
H -2.432 -1.322 -0.091
H -1.390 1.623 -0.839
H -1.466 1.591 0.948
H 1.222 2.232 0.262
H 1.782 -1.685 -0.338
H 2.781 -0.325 -0.228
*
```

These are the natural (NBO) partial charges, in e, on atoms 1 to 6: -0.432, 0.012, -0.425, -0.252, 0.136, -0.805

This record from the Open Molecules 2025 dataset describes the molecule C5H7N. The level of theory is ωB97M-V/def2-TZVPD.

Calculated values
frontier orbital gap (alpha / beta) = 9.4 / 7.8 eV
DFT total energy = -249.28766 a.u.
strongest force on any atom = 0.03935 Eh/bohr

The geometry in ORCA input format:
```
! RIJCOSX wB97M-V def2-TZVPD def2/J DEFGRID3
* xyz 0 1
C 0.428 -1.234 0.044
C 1.173 -0.005 -0.445
C 0.422 1.124 -0.540
C -0.750 0.892 0.335
N -1.844 0.523 -0.478
C -0.271 -0.359 1.005
H 1.065 -1.992 0.507
H -0.189 -1.725 -0.726
H 2.216 -0.089 -0.695
H 0.630 2.023 -1.108
H -1.024 1.694 1.041
H -1.615 -0.321 -1.007
H -0.219 -0.562 2.069
*
```

These are the natural (NBO) partial charges, in e, on atoms 1 to 6: -0.515, -0.151, -0.179, -0.222, -0.470, -0.053

This record from the Open Molecules 2025 dataset describes the molecule C5H7N. The level of theory is ωB97M-V/def2-TZVPD.

Calculated values
frontier orbital gap = 11.0 eV
DFT total energy = -249.37806 a.u.
strongest force on any atom = 0.00974 Eh/bohr

The geometry in ORCA input format:
```
! RIJCOSX wB97M-V def2-TZVPD def2/J DEFGRID3
* xyz 0 1
C 2.187 -1.001 0.019
C 1.116 -0.518 -0.253
C -0.147 0.147 -0.637
C -1.348 -0.805 -0.674
N -0.555 1.290 0.179
C 0.025 1.531 1.276
H 3.142 -1.428 0.236
H 0.003 0.538 -1.651
H -1.165 -1.662 -1.327
H -2.215 -0.248 -1.042
H -1.575 -1.165 0.334
H -0.345 2.362 1.877
H 0.877 0.960 1.665
*
```

These are the natural (NBO) partial charges, in e, on atoms 1 to 6: -0.250, -0.017, -0.167, -0.586, -0.379, -0.059